[1]
Molecular formula: C35H49AsN3O6S2Si2W
Method: DFT, the ωB97M-V functional and the def2-TZVPD basis

Geometry (Å):
W 0.36 0.06 -0.75
C 1.03 0.45 4.57
Si 0.29 0.70 2.83
C 1.27 2.23 2.32
C -1.51 1.08 3.16
C 0.65 -0.77 1.66
C 2.14 -0.86 1.64
C 2.93 -1.52 2.61
C 4.28 -1.65 2.41
C 4.86 -1.09 1.28
C 4.04 -0.39 0.42
N 2.72 -0.26 0.60
Si -0.05 -2.46 2.31
C -1.65 -3.32 1.79
C -0.33 -2.38 4.18
C 1.19 -3.88 2.12
H 1.09 1.44 5.03
H 2.05 0.06 4.53
H 0.45 -0.19 5.22
H 0.66 3.13 2.37
H 1.67 2.16 1.32
H 2.11 2.35 3.01
H -1.78 2.06 2.75
H -1.67 1.11 4.24
H -2.20 0.36 2.73
H 2.46 -1.95 3.48
H 4.89 -2.19 3.13
H 5.91 -1.19 1.06
H 4.44 0.09 -0.46
H -2.53 -2.88 2.25
H -1.53 -4.35 2.15
H -1.82 -3.36 0.72
H -1.12 -1.68 4.46
H 0.57 -2.12 4.74
H -0.64 -3.38 4.50
H 2.08 -3.65 1.53
H 0.70 -4.73 1.64
H 1.52 -4.21 3.11
O -0.80 -1.54 -3.29
As -1.05 0.29 -3.00
O -0.86 0.79 -4.55
O 1.48 -0.44 -1.94
C -2.95 -0.05 -2.73
C -3.81 0.10 -3.80
C -5.17 -0.13 -3.64
C -5.69 -0.45 -2.39
C -4.84 -0.58 -1.29
C -3.49 -0.37 -1.49
S -2.38 -0.54 -0.12
O -3.16 -0.93 1.01
O -1.66 0.75 0.03
O -1.28 -1.45 -0.55
H 0.13 -1.61 -3.56
H -3.38 0.38 -4.76
H -5.84 -0.03 -4.48
H -6.75 -0.60 -2.27
H -5.21 -0.82 -0.31
C 2.20 2.23 -3.72
C 2.96 2.86 -2.55
C 3.76 1.81 -1.79
C 2.04 3.66 -1.65
C 2.31 5.03 -1.60
C 1.50 5.91 -0.92
C 0.35 5.44 -0.33
C 0.03 4.09 -0.34
C -1.30 3.66 0.21
C -1.88 4.59 1.27
C -2.30 3.51 -0.94
C 0.92 3.16 -0.95
N 0.72 1.77 -0.81
H 2.90 1.84 -4.46
H 1.55 2.95 -4.21
H 1.59 1.40 -3.38
H 3.67 3.58 -2.97
H 3.10 1.01 -1.46
H 4.25 2.24 -0.92
H 4.52 1.38 -2.44
H 3.19 5.40 -2.11
H 1.75 6.97 -0.88
H -0.32 6.14 0.16
H -1.16 2.68 0.67
H -2.18 5.55 0.85
H -1.16 4.78 2.08
H -2.77 4.14 1.71
H -2.49 4.49 -1.40
H -3.24 3.10 -0.59
H -1.90 2.86 -1.72
S 1.82 -3.32 -1.22
C 0.63 -4.46 -1.40
N -0.60 -4.08 -1.88
C -1.69 -4.88 -1.96
C -1.62 -6.20 -1.63
C -0.36 -6.69 -1.22
C 0.72 -5.87 -1.10
H -0.67 -3.11 -2.22
H -2.60 -4.40 -2.30
H -2.49 -6.82 -1.69
H -0.25 -7.75 -0.99
H 1.68 -6.23 -0.75

## Properties
charge	-1
HOMO level	-5.25	eV
largest force on an atom	2.3	eV Å⁻¹
LUMO level	2.4	eV
relative energy (zero: lowest compared OMol25 entry of this formula, charge and spin)	25.6	kcal/mol
calculated total energy	-5657.223876	Ha

Need the Mulliken charges? In units of e they are: atom 1 (W): 0.2546, atom 2 (C): -1.5335, atom 3 (Si): 0.7897, atom 4 (C): -0.7256, atom 5 (C): -1.1045, atom 6 (C): 1.6003, atom 7 (C): -0.7128, atom 8 (C): -0.6652, atom 9 (C): -1.0696, atom 10 (C): -1.2201, atom 11 (C): -0.2658, atom 12 (N): 0.6473, atom 13 (Si): 0.8423, atom 14 (C): -1.1393, atom 15 (C): -1.5518, atom 16 (C): -1.2716, atom 17 (H): 0.4643, atom 18 (H): 0.3528, atom 19 (H): 0.4487, atom 20 (H): 0.2376, atom 21 (H): -0.3666, atom 22 (H): 0.6379, atom 23 (H): 0.1718, atom 24 (H): 0.6081, atom 25 (H): 0.2701, atom 26 (H): 0.6393, atom 27 (H): 0.4338, atom 28 (H): 0.4360, atom 29 (H): 0.4144, atom 30 (H): 0.3670, atom 31 (H): 0.5671, atom 32 (H): -0.1796, atom 33 (H): 0.3091, atom 34 (H): 0.3935, atom 35 (H): 0.3911, atom 36 (H): 0.3649, atom 37 (H): 0.3787, atom 38 (H): 0.3899, atom 39 (O): -1.0197, atom 40 (As): 0.9670, atom 41 (O): -0.9596, atom 42 (O): -0.8969, atom 43 (C): -1.0481, atom 44 (C): -0.7071, atom 45 (C): -0.5342, atom 46 (C): -0.6242, atom 47 (C): -0.6868, atom 48 (C): 0.2818, atom 49 (S): 1.6931, atom 50 (O): -0.7718, atom 51 (O): -0.6563, atom 52 (O): -0.5031, atom 53 (H): 0.2293, atom 54 (H): 0.5684, atom 55 (H): 0.3927, atom 56 (H): 0.4088, atom 57 (H): 0.5986, atom 58 (C): -1.4903, atom 59 (C): 0.5120, atom 60 (C): -1.0243, atom 61 (C): 0.7005, atom 62 (C): -1.2645, atom 63 (C): -1.3843, atom 64 (C): -1.0127, atom 65 (C): 0.2773, atom 66 (C): 4.2615, atom 67 (C): -2.2160, atom 68 (C): -1.5401, atom 69 (C): 0.7177, atom 70 (N): 1.4054, atom 71 (H): 0.4336, atom 72 (H): 0.3412, atom 73 (H): 0.2508, atom 74 (H): 0.6275, atom 75 (H): -0.2381, atom 76 (H): 0.4844, atom 77 (H): 0.4841, atom 78 (H): 0.3760, atom 79 (H): 0.3554, atom 80 (H): 0.3328, atom 81 (H): -2.2231, atom 82 (H): 0.5260, atom 83 (H): 0.3875, atom 84 (H): 0.4750, atom 85 (H): 0.4047, atom 86 (H): 0.3930, atom 87 (H): 0.1157, atom 88 (S): -0.3191, atom 89 (C): 0.5979, atom 90 (N): 0.2328, atom 91 (C): -0.1720, atom 92 (C): -0.8806, atom 93 (C): -0.0012, atom 94 (C): -0.9326, atom 95 (H): -0.0025, atom 96 (H): 0.4858, atom 97 (H): 0.4218, atom 98 (H): 0.3584, atom 99 (H): 0.4066

=====

[2]
Molecular formula: C35H49BrCl2N4O6OsSi
Method: DFT, the ωB97M-V functional and the def2-TZVPD basis

Geometry (Å):
Os -0.75 0.17 -0.18
Br -2.22 -1.70 1.53
C -2.01 -3.05 0.23
C -2.43 -4.30 0.59
C -2.31 -5.36 -0.33
C -1.79 -5.12 -1.57
C -1.35 -3.83 -1.93
C -0.79 -3.62 -3.22
C -0.28 -2.41 -3.57
C -0.34 -1.34 -2.65
C -0.94 -1.44 -1.42
C -1.45 -2.74 -1.02
H -2.84 -4.47 1.57
H -2.64 -6.35 -0.05
H -1.70 -5.92 -2.30
H -0.75 -4.46 -3.91
H 0.17 -2.25 -4.54
H 0.13 -0.42 -2.93
Cl 5.85 0.68 5.18
C 4.58 0.59 4.00
C 4.19 1.74 3.33
C 3.17 1.66 2.39
C 2.56 0.44 2.13
C 2.96 -0.71 2.81
C 3.98 -0.64 3.75
C 1.46 0.37 1.15
O 0.88 -0.75 0.88
O 1.06 1.40 0.53
H 4.68 2.68 3.55
H 2.84 2.54 1.87
H 2.47 -1.65 2.60
H 4.31 -1.52 4.29
C -1.89 1.04 -3.98
C -1.21 2.18 -3.19
C 0.33 2.04 -3.27
C -1.59 3.47 -3.94
Si -1.75 2.19 -1.33
C -3.66 1.91 -1.11
C -4.11 2.29 0.31
C -4.04 0.44 -1.33
C -4.46 2.78 -2.09
C -1.17 3.85 -0.53
C 0.26 4.20 -0.97
C -1.14 3.85 1.00
C -2.12 5.00 -0.94
H -1.42 0.98 -4.98
H -2.95 1.24 -4.15
H -1.81 0.06 -3.52
H 0.82 3.00 -3.11
H 0.61 1.69 -4.28
H 0.75 1.36 -2.53
H -1.30 3.35 -5.00
H -1.06 4.35 -3.57
H -2.66 3.68 -3.92
H -3.56 1.76 1.09
H -5.17 2.01 0.42
H -4.03 3.36 0.50
H -3.66 -0.20 -0.53
H -3.68 0.04 -2.28
H -5.14 0.35 -1.33
H -4.22 3.84 -2.03
H -5.53 2.67 -1.85
H -4.34 2.46 -3.13
H 0.96 3.38 -0.79
H 0.60 5.06 -0.38
H 0.33 4.49 -2.02
H -0.40 3.15 1.39
H -2.10 3.60 1.46
H -0.86 4.85 1.34
H -2.35 5.04 -2.00
H -1.64 5.95 -0.66
H -3.06 4.95 -0.39
C 3.36 -1.50 -0.92
N 4.76 -1.69 -1.33
C 5.47 -0.42 -1.13
N 4.86 0.68 -1.91
C 3.47 0.82 -1.48
N 2.70 -0.43 -1.68
C 2.78 -0.77 -3.11
N 4.15 -0.94 -3.58
C 4.78 -2.00 -2.77
C 4.88 0.31 -3.32
H 3.34 -1.26 0.14
H 2.81 -2.43 -1.08
H 6.51 -0.54 -1.44
H 5.44 -0.16 -0.07
H 2.99 1.62 -2.04
H 3.45 1.08 -0.42
H 2.30 0.02 -3.69
H 2.24 -1.71 -3.27
H 5.81 -2.13 -3.09
H 4.24 -2.94 -2.93
H 4.41 1.11 -3.90
H 5.91 0.20 -3.66
O -0.02 0.50 3.52
Cl -1.30 1.09 3.23
O -1.40 2.43 3.71
O -2.38 0.27 3.71
O -1.45 1.15 1.73

## Properties
HOMO level (alpha / beta)	-8.52 / -8.81	eV
largest force on an atom	1.0	eV Å⁻¹
⟨S²⟩	6.04
LUMO level (alpha / beta)	-0.2 / -2.2	eV
spin multiplicity	5
calculated total energy	-5907.780201	Ha

Need the natural (NBO) charges? In units of e they are: atom 1 (Os): 1.3701, atom 2 (Br): 0.2037, atom 3 (C): -0.1018, atom 4 (C): -0.2129, atom 5 (C): -0.1988, atom 6 (C): -0.1793, atom 7 (C): -0.0736, atom 8 (C): -0.1426, atom 9 (C): -0.2451, atom 10 (C): -0.1275, atom 11 (C): -0.3645, atom 12 (C): -0.0170, atom 13 (H): 0.2321, atom 14 (H): 0.2242, atom 15 (H): 0.2172, atom 16 (H): 0.2165, atom 17 (H): 0.2238, atom 18 (H): 0.2202, atom 19 (Cl): 0.0120, atom 20 (C): 0.0058, atom 21 (C): -0.2450, atom 22 (C): -0.1515, atom 23 (C): -0.1188, atom 24 (C): -0.1490, atom 25 (C): -0.2455, atom 26 (C): 0.7779, atom 27 (O): -0.7308, atom 28 (O): -0.6985, atom 29 (H): 0.2341, atom 30 (H): 0.2401, atom 31 (H): 0.2411, atom 32 (H): 0.2339, atom 33 (C): -0.6157, atom 34 (C): -0.5824, atom 35 (C): -0.6290, atom 36 (C): -0.6163, atom 37 (Si): 1.7215, atom 38 (C): -0.5698, atom 39 (C): -0.6192, atom 40 (C): -0.6152, atom 41 (C): -0.6188, atom 42 (C): -0.5980, atom 43 (C): -0.6091, atom 44 (C): -0.6025, atom 45 (C): -0.6166, atom 46 (H): 0.2027, atom 47 (H): 0.2102, atom 48 (H): 0.2156, atom 49 (H): 0.2271, atom 50 (H): 0.2058, atom 51 (H): 0.2017, atom 52 (H): 0.2080, atom 53 (H): 0.2092, atom 54 (H): 0.2133, atom 55 (H): 0.2331, atom 56 (H): 0.2051, atom 57 (H): 0.2077, atom 58 (H): 0.2077, atom 59 (H): 0.2113, atom 60 (H): 0.2102, atom 61 (H): 0.2142, atom 62 (H): 0.2116, atom 63 (H): 0.2040, atom 64 (H): 0.2271, atom 65 (H): 0.2092, atom 66 (H): 0.1948, atom 67 (H): 0.2302, atom 68 (H): 0.2200, atom 69 (H): 0.1980, atom 70 (H): 0.2057, atom 71 (H): 0.2138, atom 72 (H): 0.2106, atom 73 (C): -0.0773, atom 74 (N): -0.4668, atom 75 (C): -0.0800, atom 76 (N): -0.4679, atom 77 (C): -0.0799, atom 78 (N): -0.5060, atom 79 (C): -0.0845, atom 80 (N): -0.4696, atom 81 (C): -0.0780, atom 82 (C): -0.0781, atom 83 (H): 0.2058, atom 84 (H): 0.2003, atom 85 (H): 0.1969, atom 86 (H): 0.2004, atom 87 (H): 0.2002, atom 88 (H): 0.2062, atom 89 (H): 0.1970, atom 90 (H): 0.2014, atom 91 (H): 0.1968, atom 92 (H): 0.1951, atom 93 (H): 0.1950, atom 94 (H): 0.1973, atom 95 (O): -0.8175, atom 96 (Cl): 2.5516, atom 97 (O): -0.7857, atom 98 (O): -0.8122, atom 99 (O): -0.9282